{"formula": "C36H54F12I2N2O13P", "method": "the ωB97M-V functional and the def2-TZVPD basis", "gap_ev": 9.4, "total_charge": 1, "relative_energy_kj_mol": 0.0, "multiplicity": 1, "symbols": ["C", "C", "C", "C", "C", "C", "O", "O", "C", "C", "O", "C", "C", "C", "C", "C", "N", "C", "I", "C", "C", "N", "P", "O", "O", "C", "C", "C", "C", "I", "H", "H", "H", "H", "H", "H", "H", "H", "H", "H", "H", "H", "H", "H", "H", "H", "H", "H", "H", "H", "H", "H", "H", "H", "H", "H", "H", "H", "H", "H", "H", "H", "H", "H", "C", "C", "O", "C", "O", "C", "F", "F", "F", "H", "H", "H", "H", "H", "C", "C", "O", "C", "O", "C", "F", "F", "F", "H", "H", "H", "H", "H", "C", "C", "O", "C", "O", "C", "F", "F", "F", "H", "H", "H", "H", "H", "C", "C", "O", "C", "O", "C", "F", "F", "F", "H", "H", "H", "H", "H"], "coordinates": [[1.494, 1.087, 5.897], [0.922, 0.386, 4.928], [0.923, 0.684, 3.460], [2.203, 1.256, 2.806], [2.187, 2.796, 2.668], [1.468, 3.528, 3.768], [0.272, 3.750, 3.709], [2.245, 3.969, 4.788], [1.538, 4.541, 5.871], [1.669, 6.023, 6.014], [0.901, 3.845, 6.653], [3.561, 0.755, 3.330], [3.804, -0.717, 2.867], [5.274, -0.702, 2.378], [6.322, -0.277, 3.381], [6.999, -1.260, 4.314], [6.656, 0.949, 3.368], [3.441, -1.775, 3.905], [4.268, -3.712, 3.326], [3.809, -1.396, 5.360], [4.286, -2.512, 6.281], [2.921, -0.719, 1.611], [1.940, -2.259, 1.196], [0.458, -1.716, 0.859], [2.568, -2.612, -0.259], [2.255, 0.617, 1.387], [2.985, 1.364, 0.286], [2.698, 0.763, -1.116], [3.952, 0.902, -1.955], [1.189, 1.990, -2.053], [1.162, 0.998, 6.916], [2.331, 1.744, 5.740], [0.337, -0.471, 5.222], [0.709, -0.262, 2.965], [0.063, 1.313, 3.256], [3.203, 3.171, 2.612], [1.623, 3.031, 1.779], [0.987, 6.504, 5.325], [1.441, 6.265, 7.038], [2.678, 6.362, 5.813], [3.834, 0.993, 4.343], [4.254, 1.359, 2.758], [5.575, -1.672, 1.985], [5.368, 0.011, 1.568], [6.788, -0.939, 5.326], [8.067, -1.147, 4.189], [6.694, -2.283, 4.169], [7.380, 1.135, 4.060], [2.376, -1.957, 3.890], [4.537, -0.599, 5.416], [2.895, -1.038, 5.804], [3.596, -3.342, 6.326], [5.297, -2.835, 6.083], [4.301, -2.091, 7.283], [3.620, -0.726, 0.860], [0.391, -1.057, 0.148], [1.849, -2.664, -0.904], [1.229, 0.559, 1.031], [4.065, 1.381, 0.417], [2.696, 2.400, 0.243], [2.376, -0.269, -1.055], [4.339, 1.911, -1.885], [3.775, 0.703, -3.003], [4.734, 0.234, -1.594], [-5.415, 0.670, -2.408], [-5.396, 1.621, -3.584], [-4.178, 2.397, -3.605], [-3.127, 1.813, -4.144], [-3.069, 0.716, -4.606], [-1.940, 2.790, -4.138], [-1.819, 3.425, -2.966], [-2.094, 3.714, -5.086], [-0.793, 2.153, -4.367], [-5.263, 1.213, -1.475], [-6.371, 0.150, -2.361], [-4.622, -0.073, -2.491], [-6.201, 2.346, -3.501], [-5.519, 1.096, -4.530], [-2.510, 4.155, -8.258], [-3.227, 4.271, -9.585], [-3.078, 3.058, -10.347], [-3.906, 2.079, -10.033], [-4.752, 2.100, -9.192], [-3.648, 0.869, -10.943], [-2.345, 0.623, -11.083], [-4.151, 1.076, -12.161], [-4.217, -0.225, -10.438], [-1.464, 3.889, -8.409], [-2.559, 5.098, -7.715], [-2.960, 3.378, -7.641], [-2.789, 5.059, -10.192], [-4.281, 4.507, -9.453], [-3.582, -2.840, 9.150], [-2.089, -2.612, 9.065], [-1.561, -3.083, 7.805], [-1.679, -2.262, 6.782], [-2.170, -1.175, 6.781], [-1.033, -2.893, 5.539], [-1.358, -4.174, 5.402], [0.308, -2.815, 5.623], [-1.398, -2.257, 4.431], [-3.817, -3.890, 8.977], [-3.950, -2.553, 10.133], [-4.112, -2.255, 8.398], [-1.571, -3.185, 9.829], [-1.833, -1.563, 9.207], [-4.184, -3.096, -9.665], [-4.984, -3.078, -8.382], [-5.566, -4.367, -8.105], [-4.775, -5.244, -7.514], [-3.639, -5.077, -7.191], [-5.552, -6.543, -7.248], [-6.280, -6.902, -8.304], [-6.381, -6.374, -6.211], [-4.724, -7.536, -6.957], [-4.798, -3.448, -10.494], [-3.820, -2.102, -9.893], [-3.329, -3.768, -9.585], [-5.823, -2.391, -8.470], [-4.380, -2.752, -7.536]]}